# 1
ORCA calculation (the ωB97M-V functional and the def2-TZVPD basis) on a molecular structure, C28H48Br2ClF3LiN3NaO10 in a non-equilibrium geometry.

CARTESIAN COORDINATES (ANGSTROEM)
C  1.257  -0.750  -0.799
C  0.356  -0.481  -2.005
O  -0.502  0.593  -1.619
C  -1.068  1.348  -2.659
C  -2.614  1.668  -2.245
N  -2.806  1.051  -0.951
C  -4.172  0.712  -0.511
C  -4.902  -0.276  -1.431
O  -5.457  -1.239  -0.599
C  -5.252  -2.559  -1.073
H  1.665  -1.770  -0.790
H  2.123  -0.073  -0.747
H  0.718  -0.626  0.153
H  -0.185  -1.395  -2.263
H  0.967  -0.144  -2.849
H  -0.437  2.289  -2.706
H  -1.046  0.798  -3.622
H  -3.245  1.249  -3.037
H  -2.780  2.782  -2.252
H  -2.475  1.723  -0.268
H  -4.833  1.565  -0.289
H  -4.036  0.201  0.453
H  -5.723  0.275  -1.912
H  -4.279  -0.695  -2.237
H  -5.366  -2.625  -2.168
H  -4.241  -2.881  -0.758
H  -5.970  -3.244  -0.622
Li  -2.735  -1.110  -2.193
F  -1.492  -0.391  -4.072
C  2.654  -4.438  -1.229
O  3.212  -3.434  -1.634
N  2.874  -4.995  -0.021
C  2.190  -6.198  0.429
C  3.824  -4.344  0.847
H  1.901  -4.974  -1.827
H  1.620  -5.981  1.334
H  2.922  -6.977  0.645
H  1.509  -6.556  -0.339
H  3.485  -3.321  1.032
H  4.804  -4.298  0.372
H  3.905  -4.876  1.793
O  -4.486  -2.017  1.910
Cl  -5.670  -2.093  2.760
O  -6.517  -0.957  2.494
O  -5.262  -2.100  4.140
O  -6.390  -3.305  2.450
C  -4.584  4.358  4.020
C  -4.413  2.867  4.205
C  -5.190  2.025  3.222
O  -5.427  0.829  3.951
C  -5.439  1.161  5.268
O  -5.813  0.465  6.148
O  -4.960  2.437  5.449
H  -4.429  4.646  2.978
H  -5.578  4.675  4.336
H  -3.867  4.905  4.634
H  -3.349  2.603  4.193
H  -4.625  1.811  2.315
H  -6.155  2.463  2.949
Na  -1.417  3.412  -4.137
F  -0.867  -4.990  2.021
C  -0.513  -3.957  2.793
C  -0.168  -4.186  4.113
C  0.206  -3.113  4.910
C  0.221  -1.826  4.385
C  -0.136  -1.613  3.057
C  -0.501  -2.685  2.250
H  -0.195  -5.193  4.506
H  0.483  -3.281  5.942
H  0.508  -0.990  5.013
H  -0.133  -0.608  2.647
H  -0.775  -2.541  1.213
N  2.953  -1.158  2.259
H  2.260  -1.915  2.172
H  2.605  -0.463  2.922
H  3.839  -1.538  2.598
H  3.096  -0.720  1.344
F  3.921  3.715  -3.473
C  4.724  2.821  -2.855
C  4.160  1.853  -2.047
C  4.991  0.933  -1.425
C  6.366  0.998  -1.604
C  6.913  1.983  -2.416
C  6.088  2.899  -3.052
H  3.085  1.822  -1.914
H  4.563  0.160  -0.797
H  7.011  0.281  -1.114
H  7.984  2.038  -2.555
H  6.497  3.669  -3.696
Br  7.577  5.963  -4.332
C  6.025  5.991  -5.509
C  5.885  7.315  -6.209
Br  5.180  8.680  -5.015
H  5.162  5.741  -4.899
H  6.200  5.194  -6.230
H  5.163  7.243  -7.020
H  6.827  7.690  -6.598

Forces on the atoms, in the same order (eV/Å):
0.409 -0.319 0.688
0.802 0.553 0.614
0.287 -0.385 -0.352
0.004 2.593 1.376
1.784 0.273 -0.671
-1.438 0.421 -0.193
0.143 -0.022 0.412
-0.846 1.097 1.072
-0.260 -0.796 -0.865
0.181 -0.099 0.124
-0.105 0.212 -0.340
-0.206 0.070 -0.245
-0.250 0.044 -0.331
-0.068 0.182 -0.239
-0.154 -0.491 -0.081
-0.336 -0.049 0.531
0.000 0.299 0.127
-0.089 -0.150 0.316
-0.153 -0.499 0.167
0.563 -0.491 0.172
0.231 0.049 -0.346
-0.202 -0.072 -0.220
0.268 -0.264 -0.481
-0.722 0.142 -0.159
0.014 0.054 0.168
-0.153 -0.144 -0.132
0.091 0.238 0.203
1.540 0.323 -0.483
-1.507 -2.572 -0.526
-0.087 -0.111 -0.166
-0.017 0.115 0.238
-0.189 -0.086 -0.087
0.190 0.124 0.194
0.081 -0.097 -0.075
0.040 -0.051 -0.001
-0.059 -0.106 -0.033
-0.083 -0.062 -0.005
0.015 0.059 -0.035
0.149 0.045 -0.011
0.015 0.104 0.071
-0.074 -0.066 -0.035
0.468 0.074 -0.116
-0.561 -0.127 0.239
0.061 -0.231 -0.387
0.121 -0.019 -0.163
0.213 -0.022 -0.130
0.138 0.131 0.363
-0.150 0.545 -0.129
-0.002 -0.291 -0.227
0.271 0.668 0.662
-0.120 -0.285 0.001
0.058 0.098 0.069
0.071 -0.189 -0.119
0.000 -0.054 -0.008
-0.068 -0.111 -0.131
-0.003 0.014 -0.044
-0.019 -0.087 -0.054
-0.052 -0.184 0.032
0.064 0.136 0.025
-0.059 -0.190 -0.167
0.035 -0.043 -0.071
0.025 0.221 0.227
0.046 -0.148 0.064
0.030 0.063 -0.161
0.177 0.089 -0.004
0.177 -0.112 0.075
0.123 0.072 -0.303
-0.053 0.004 -0.019
-0.058 -0.016 0.007
-0.122 -0.003 0.042
-0.169 0.006 0.004
-0.132 -0.025 0.050
0.114 0.049 -0.025
-0.180 0.126 0.109
-0.119 -0.084 0.017
-0.012 -0.019 -0.020
-0.065 -0.069 -0.054
-0.088 0.017 -0.015
0.283 -0.264 0.163
-0.279 0.008 0.030
0.134 0.154 -0.040
0.033 -0.080 0.098
-0.146 -0.070 0.057
0.005 0.163 -0.216
0.001 0.022 -0.040
-0.009 -0.052 -0.071
-0.002 0.007 -0.026
-0.008 0.015 -0.030
-0.052 -0.119 0.137
0.001 0.171 -0.021
0.234 -0.146 -0.065
-0.255 0.141 0.060
0.072 -0.016 -0.022
-0.013 0.061 -0.008
-0.006 0.048 -0.036
0.020 -0.059 0.002
0.020 -0.053 0.026

Its frontier orbital gap is 5.03 eV. Its HOMO energy is -9.28 eV. As for the spin multiplicity: 1. The LUMO energy is -4.25 eV. The largest force on an atom comes out at 0.0589 hartree/bohr. The charge is +1.



# 2
ORCA calculation (the ωB97M-V functional and the def2-TZVPD basis) on a molecular structure, C28H48F6MoOP2 in a non-equilibrium geometry.

CARTESIAN COORDINATES (ANGSTROEM)
Mo  -0.347  0.064  -1.244
C  -1.879  1.621  -0.328
C  -2.460  0.771  -1.342
C  -1.853  -0.557  0.475
C  -1.587  0.806  0.810
C  -2.435  -0.591  -0.846
C  -1.878  3.116  -0.365
H  -1.602  3.498  -1.355
H  -1.183  3.552  0.362
H  -2.878  3.518  -0.142
C  -1.339  1.237  2.204
H  -1.174  2.316  2.282
H  -0.483  0.688  2.639
H  -2.221  0.985  2.818
C  -1.796  -1.676  1.459
H  -2.701  -1.684  2.087
H  -0.942  -1.553  2.138
H  -1.730  -2.650  0.968
C  -3.113  -1.769  -1.464
H  -4.137  -1.502  -1.760
H  -3.153  -2.619  -0.772
H  -2.580  -2.098  -2.362
C  -3.247  1.265  -2.505
H  -4.240  1.604  -2.167
H  -3.399  0.470  -3.243
H  -2.767  2.128  -2.982
C  1.337  0.473  -2.594
C  0.166  1.333  -2.828
C  -0.396  1.482  -4.234
C  -1.204  0.302  -4.821
C  -1.139  -1.008  -4.093
C  0.000  -1.701  -3.897
C  1.308  -1.299  -4.518
C  2.052  -0.167  -3.776
H  0.426  1.728  -4.925
H  -0.872  0.175  -5.868
H  -1.038  2.374  -4.235
H  2.297  0.628  -4.502
H  2.114  0.896  -1.932
H  0.213  2.322  -2.330
H  3.030  -0.541  -3.437
H  1.957  -2.188  -4.575
H  -0.038  -2.718  -3.502
H  1.155  -0.975  -5.562
H  -2.261  0.597  -4.884
H  -2.100  -1.533  -4.027
P  1.630  1.696  0.402
C  1.528  2.577  1.999
H  2.454  3.152  2.156
H  1.406  1.864  2.826
H  0.684  3.279  1.994
C  3.149  0.725  0.730
H  3.973  1.413  0.969
H  3.420  0.119  -0.143
H  2.953  0.065  1.587
C  2.211  3.120  -0.613
H  2.419  2.831  -1.647
H  3.118  3.543  -0.159
H  1.420  3.885  -0.627
P  0.837  -2.267  -0.601
C  -0.166  -3.743  -1.022
H  0.511  -4.587  -1.217
H  -0.777  -3.567  -1.914
H  -0.837  -4.009  -0.195
C  2.403  -2.555  -1.493
H  2.304  -2.246  -2.535
H  2.652  -3.623  -1.454
H  3.213  -1.976  -1.030
C  1.407  -2.738  1.063
H  1.991  -3.670  1.018
H  0.566  -2.885  1.745
H  2.015  -1.939  1.495
C  2.998  -0.611  4.771
C  1.542  -0.808  4.379
O  1.253  -0.556  3.123
C  1.219  -2.341  4.747
F  1.490  -2.645  6.053
F  -0.066  -2.692  4.502
F  2.010  -3.167  3.994
C  0.684  0.126  5.361
F  1.032  -0.033  6.672
F  0.932  1.440  5.058
F  -0.655  -0.062  5.266
H  3.619  -1.204  4.093
H  3.171  -0.905  5.811
H  3.253  0.441  4.617

Forces on the atoms, in the same order (eV/Å):
2.204 -0.743 1.797
-0.683 -0.624 -0.568
-0.339 0.250 0.558
-0.526 0.527 -0.401
-0.389 -0.872 -0.682
-0.043 0.594 0.605
0.210 0.272 -0.143
-0.058 -0.093 0.144
-0.127 -0.140 -0.122
0.220 -0.231 -0.020
0.519 0.051 0.501
-0.034 -0.324 0.058
-0.482 0.427 -0.156
0.242 0.063 -0.294
-0.019 -0.152 0.338
0.202 0.059 -0.230
-0.271 -0.083 -0.164
-0.034 0.223 0.197
-0.037 -0.374 -0.215
0.232 -0.109 0.124
-0.070 0.277 -0.152
-0.327 -0.084 0.326
-0.296 0.177 -0.233
0.261 -0.160 -0.040
-0.032 0.283 0.203
-0.136 -0.290 0.057
-0.256 1.277 -0.229
1.408 0.633 -0.428
-0.206 0.308 -0.022
-0.329 0.336 -0.419
-0.231 0.012 -0.308
0.093 -0.218 -0.199
0.360 0.049 -0.041
0.343 -0.245 0.060
-0.098 -0.062 0.339
-0.169 -0.201 0.362
0.166 -0.254 -0.130
-0.118 -0.128 0.330
-0.550 -0.238 -0.289
-0.030 -0.392 -0.103
-0.332 0.140 -0.075
-0.260 0.304 -0.035
-0.187 0.302 -0.122
-0.212 -0.224 0.376
0.463 -0.112 -0.115
0.426 0.261 0.446
0.151 -0.035 -0.359
-0.493 -0.044 0.353
-0.230 -0.240 -0.190
-0.009 0.374 -0.312
0.313 -0.155 0.094
-0.042 -0.124 -0.255
-0.212 -0.231 -0.038
0.027 0.131 0.248
0.140 0.194 -0.287
-0.249 -0.167 -0.245
0.042 0.136 0.190
-0.255 -0.128 -0.107
0.251 -0.168 0.061
0.300 -0.120 -0.212
-0.186 -0.052 -0.237
-0.217 0.198 0.108
0.111 -0.169 0.282
0.263 0.051 -0.248
-0.030 -0.009 -0.318
0.132 -0.196 0.260
0.010 0.274 0.064
-0.218 -0.136 -0.105
-0.120 0.236 0.451
-0.201 0.298 -0.139
0.198 -0.082 -0.170
-0.010 -0.327 -0.228
1.330 0.569 -0.765
-1.943 -1.302 3.049
0.243 0.315 -0.644
0.395 -1.338 0.574
-0.428 0.705 -1.613
0.907 0.562 0.011
-0.685 0.951 0.448
-0.054 0.938 1.219
-0.383 -0.048 -1.685
-0.213 -1.215 -0.039
1.197 -0.036 -0.219
-0.051 -0.010 0.242
-0.255 0.055 -0.315
0.004 -0.126 0.192

Its frontier orbital gap (spin up / spin down) is 7.69 / 6.00 eV. Its HOMO energy (spin up / spin down) is -14.71 / -14.67 eV. As for the spin multiplicity: 3. The LUMO energy (spin up / spin down) is -7.02 / -8.67 eV. The largest force on an atom comes out at 0.0747 hartree/bohr. Its energy above the lowest of the compared OMol25 structures with the same formula, charge and spin is 0.0 kcal per mole. Its expectation value of S² is 2.022. The charge is +2.